The following is a DFT calculation (ωB97M-V/def2-TZVPD) of C43H43BF3N8O3SSbTi as an isolated structure in a non-equilibrium geometry.

Its multiplicity is 2. For the LUMO energy (alpha / beta), the calculation gives -3.024 / -3.243 eV. The total energy comes out at -4140.34422 a.u. The calculation puts the HOMO-LUMO gap (alpha / beta) at 6.29 / 6.77 eV. As for the maximum force: 2.8 eV/A. The total charge is +1. As for the highest occupied orbital energy (alpha / beta): -0.3424 / -0.3681 Ha. The energy above the lowest of the compared OMol25 structures with the same formula, charge and spin comes out at 75.0 kJ/mol.

Cartesian coordinates (Å):
1 Ti 0.10 -1.11 -0.57
2 S 0.11 -0.66 1.74
3 C 1.87 -0.33 1.76
4 N 2.48 0.12 2.84
5 N 1.78 0.23 3.94
6 C 2.22 0.98 5.03
7 C 3.45 1.64 4.99
8 C 3.84 2.43 6.07
9 C 3.01 2.56 7.17
10 C 1.80 1.88 7.21
11 C 1.40 1.09 6.15
12 N 2.59 -0.46 0.66
13 N 1.94 -0.72 -0.48
14 C 2.88 -0.83 -1.55
15 C 3.99 -1.65 -1.40
16 C 4.96 -1.68 -2.38
17 C 4.83 -0.89 -3.52
18 C 3.72 -0.09 -3.68
19 C 2.74 -0.06 -2.70
20 H 0.82 -0.11 3.94
21 H 4.07 1.53 4.12
22 H 4.79 2.95 6.03
23 H 3.31 3.19 8.00
24 H 1.16 1.98 8.08
25 H 0.45 0.57 6.18
26 H 4.09 -2.23 -0.49
27 H 5.84 -2.31 -2.25
28 H 5.61 -0.89 -4.27
29 H 3.62 0.54 -4.55
30 H 1.90 0.62 -2.79
31 F -2.99 6.39 -4.00
32 C -2.41 5.41 -3.29
33 C -1.60 5.76 -2.22
34 C -1.00 4.74 -1.49
35 C -1.20 3.41 -1.84
36 C -2.01 3.10 -2.92
37 C -2.63 4.10 -3.66
38 Sb -0.21 1.86 -0.72
39 C 1.73 2.77 -1.02
40 C 2.79 2.65 -0.12
41 C 4.06 3.09 -0.44
42 C 4.26 3.66 -1.69
43 F 5.49 4.08 -2.02
44 C 3.24 3.81 -2.60
45 C 1.97 3.36 -2.26
46 C -0.85 2.69 1.16
47 C 0.01 2.88 2.23
48 C -0.48 3.32 3.46
49 C -1.84 3.55 3.58
50 F -2.31 3.96 4.77
51 C -2.71 3.38 2.53
52 C -2.21 2.95 1.31
53 H -1.45 6.80 -1.97
54 H -0.36 4.99 -0.65
55 H -2.17 2.06 -3.20
56 H -3.27 3.88 -4.50
57 H 2.65 2.20 0.85
58 H 4.88 3.00 0.25
59 H 3.43 4.27 -3.56
60 H 1.16 3.48 -2.97
61 H 1.07 2.70 2.13
62 H 0.18 3.48 4.30
63 H -3.77 3.60 2.67
64 H -2.89 2.83 0.47
65 N -1.41 -1.72 -3.21
66 N -0.18 -1.00 -3.03
67 H -1.44 -2.16 -4.12
68 H -2.17 -1.05 -3.15
69 H -0.09 -0.25 -3.71
70 H 0.57 -1.65 -3.23
71 O -0.28 -3.99 -1.57
72 B 0.39 -3.20 -0.62
73 O 1.04 -4.03 0.28
74 C 0.77 -5.32 -0.09
75 C 1.16 -6.50 0.50
76 C 0.71 -7.67 -0.09
77 C -0.10 -7.65 -1.23
78 C -0.49 -6.46 -1.82
79 C -0.03 -5.30 -1.22
80 H 1.79 -6.51 1.38
81 H 0.99 -8.63 0.34
82 H -0.43 -8.59 -1.65
83 H -1.11 -6.43 -2.70
84 C -3.93 0.19 -1.63
85 N -4.04 -1.13 -1.01
86 C -5.37 -1.74 -1.11
87 C -5.54 -2.87 -0.12
88 C -4.27 -3.71 -0.17
89 N -3.14 -2.87 0.21
90 C -2.30 -3.29 1.33
91 C -2.99 -1.67 -0.38
92 O -1.89 -1.02 -0.37
93 H -4.14 0.13 -2.70
94 H -2.94 0.59 -1.46
95 H -4.66 0.86 -1.18
96 H -5.51 -2.10 -2.13
97 H -6.11 -0.96 -0.93
98 H -6.42 -3.46 -0.39
99 H -5.67 -2.49 0.89
100 H -4.11 -4.11 -1.17
101 H -4.33 -4.55 0.53
102 H -1.39 -3.80 1.01
103 H -2.87 -3.97 1.95
104 H -2.02 -2.43 1.92

Mulliken population analysis, charges in e, atoms 1 to 99:
1. Ti 0.243
2. S -0.678
3. C 0.304
4. N -0.513
5. N 0.402
6. C 0.384
7. C -0.311
8. C -0.613
9. C -0.510
10. C -0.588
11. C -0.294
12. N -0.888
13. N 2.217
14. C -0.481
15. C -0.435
16. C -0.826
17. C -0.687
18. C -1.321
19. C 0.467
20. H 0.242
21. H 0.438
22. H 0.386
23. H 0.401
24. H 0.383
25. H 0.388
26. H 0.502
27. H 0.445
28. H 0.439
29. H 0.459
30. H 0.463
31. F -0.336
32. C 0.190
33. C -0.709
34. C -0.256
35. C -0.150
36. C -0.439
37. C -0.619
38. Sb -0.076
39. C 0.870
40. C -0.047
41. C -1.042
42. C 0.194
43. F -0.354
44. C -0.833
45. C -0.469
46. C 0.471
47. C -0.178
48. C -0.868
49. C 0.228
50. F -0.350
51. C -0.737
52. C -0.449
53. H 0.477
54. H 0.430
55. H 0.246
56. H 0.471
57. H 0.218
58. H 0.508
59. H 0.481
60. H 0.375
61. H 0.279
62. H 0.569
63. H 0.488
64. H 0.373
65. N -0.524
66. N -0.393
67. H 0.320
68. H -0.022
69. H 0.316
70. H 0.355
71. O -0.312
72. B 1.215
73. O -0.428
74. C 0.816
75. C -1.189
76. C -0.524
77. C -0.598
78. C -1.162
79. C 0.816
80. H 0.534
81. H 0.410
82. H 0.415
83. H 0.506
84. C -1.368
85. N 0.528
86. C -0.676
87. C -0.641
88. C -0.764
89. N 0.364
90. C -1.115
91. C -0.023
92. O 0.656
93. H 0.329
94. H -0.008
95. H 0.607
96. H 0.343
97. H 0.352
98. H 0.404
99. H 0.302


The following is a DFT calculation (ωB97M-V/def2-TZVPD) of C43H43CuF3GeN5O5Sb as an isolated structure in a non-equilibrium geometry.

Its multiplicity is 2. For the LUMO energy (alpha / beta), the calculation gives -0.200 / -1.397 eV. The total energy comes out at -6571.46872 a.u. The calculation puts the HOMO-LUMO gap (alpha / beta) at 7.89 / 6.64 eV. As for the maximum force: 1.3 eV/A. As for the highest occupied orbital energy (alpha / beta): -0.2971 / -0.2953 Ha. The energy above the lowest of the compared OMol25 structures with the same formula, charge and spin comes out at 117.7 kJ/mol.

Cartesian coordinates (Å):
1 Cu -0.13 -1.72 0.36
2 N -0.76 0.24 1.67
3 N -1.19 -0.24 2.90
4 C -1.22 -1.58 3.10
5 N -1.52 -2.03 4.31
6 N -1.22 -2.32 1.98
7 N -1.24 -3.68 2.01
8 O -0.94 -4.21 0.95
9 O -1.57 -4.30 3.01
10 H 0.17 0.63 1.70
11 H -1.43 0.91 1.31
12 H -1.02 0.32 3.72
13 H -1.30 -1.46 5.11
14 H -1.52 -3.04 4.42
15 C -0.01 -3.93 -2.89
16 C 0.67 -2.75 -2.19
17 C 1.80 -3.27 -1.30
18 O -0.27 -1.99 -1.46
19 H 0.72 -4.55 -3.41
20 H -0.74 -3.56 -3.61
21 H -0.53 -4.53 -2.14
22 H 1.12 -2.10 -2.96
23 H 1.38 -3.85 -0.47
24 H 2.38 -2.45 -0.88
25 H 2.47 -3.91 -1.87
26 F -8.93 -2.93 -3.86
27 C -7.67 -2.76 -3.39
28 C -7.49 -2.16 -2.16
29 C -6.20 -2.00 -1.68
30 C -5.10 -2.43 -2.42
31 C -5.33 -3.03 -3.65
32 C -6.61 -3.20 -4.15
33 Sb -2.97 -2.20 -1.85
34 C -3.51 -0.82 -0.27
35 C -4.18 -1.32 0.85
36 C -4.65 -0.48 1.84
37 C -4.44 0.88 1.71
38 F -4.86 1.71 2.68
39 C -3.77 1.42 0.62
40 C -3.31 0.55 -0.36
41 C -2.82 -0.67 -3.38
42 C -3.84 0.26 -3.53
43 C -3.81 1.19 -4.56
44 C -2.73 1.18 -5.43
45 F -2.69 2.09 -6.43
46 C -1.70 0.27 -5.31
47 C -1.75 -0.65 -4.28
48 H -8.35 -1.82 -1.60
49 H -6.06 -1.52 -0.72
50 H -4.48 -3.37 -4.24
51 H -6.79 -3.66 -5.12
52 H -4.33 -2.39 0.95
53 H -5.19 -0.85 2.70
54 H -3.62 2.49 0.54
55 H -2.76 0.96 -1.20
56 H -4.68 0.27 -2.85
57 H -4.60 1.91 -4.70
58 H -0.88 0.29 -6.01
59 H -0.94 -1.36 -4.15
60 O 1.38 -1.95 3.23
61 C 2.04 -1.50 2.29
62 O 1.62 -1.25 1.11
63 C 3.54 -1.27 2.54
64 C 4.33 -0.50 1.48
65 Ge 3.82 1.42 1.32
66 C 2.36 2.20 0.23
67 C 2.09 3.55 0.44
68 C 1.13 4.21 -0.31
69 C 0.41 3.52 -1.28
70 C 0.70 2.18 -1.52
71 C 1.68 1.53 -0.78
72 C 3.52 2.06 3.17
73 C 4.57 2.08 4.09
74 C 4.36 2.48 5.40
75 C 3.09 2.85 5.82
76 C 2.04 2.83 4.93
77 C 2.26 2.44 3.61
78 C 5.41 2.29 0.51
79 C 6.18 3.27 1.12
80 C 7.25 3.85 0.46
81 C 7.57 3.44 -0.83
82 C 6.81 2.46 -1.45
83 C 5.74 1.89 -0.78
84 H 3.94 -2.28 2.66
85 H 3.64 -0.77 3.51
86 H 4.26 -0.99 0.51
87 H 5.39 -0.49 1.76
88 H 2.65 4.10 1.20
89 H 0.94 5.26 -0.14
90 H -0.36 4.02 -1.85
91 H 0.17 1.63 -2.28
92 H 1.90 0.50 -0.99
93 H 5.56 1.78 3.78
94 H 5.19 2.51 6.10
95 H 2.93 3.17 6.85
96 H 1.04 3.12 5.25
97 H 1.43 2.46 2.91
98 H 5.93 3.61 2.12
99 H 7.84 4.62 0.94
100 H 8.41 3.89 -1.35
101 H 7.05 2.15 -2.46
102 H 5.14 1.13 -1.28

Mulliken population analysis, charges in e, atoms 1 to 99:
1. Cu 0.078
2. N -0.110
3. N -0.123
4. C 0.263
5. N -0.316
6. N 0.366
7. N 0.862
8. O -0.604
9. O -0.787
10. H -0.292
11. H 0.319
12. H 0.209
13. H 0.201
14. H 0.234
15. C -1.434
16. C 0.821
17. C -1.635
18. O 1.090
19. H 0.484
20. H 0.263
21. H 0.249
22. H 0.217
23. H 0.199
24. H 0.111
25. H 0.516
26. F -0.337
27. C 0.344
28. C -0.794
29. C 0.142
30. C 0.005
31. C -0.470
32. C -0.676
33. Sb 0.938
34. C 0.867
35. C -1.129
36. C -0.595
37. C 0.337
38. F -0.390
39. C -0.583
40. C -0.919
41. C 0.075
42. C -0.123
43. C -0.814
44. C 0.319
45. F -0.353
46. C -0.653
47. C -0.420
48. H 0.448
49. H 0.316
50. H 0.303
51. H 0.433
52. H 0.444
53. H 0.503
54. H 0.475
55. H 0.391
56. H 0.502
57. H 0.453
58. H 0.479
59. H 0.062
60. O -0.693
61. C 0.099
62. O 0.229
63. C -1.089
64. C -0.983
65. Ge 0.654
66. C 0.059
67. C -0.322
68. C -0.635
69. C -0.685
70. C -0.418
71. C -0.206
72. C -0.097
73. C -0.276
74. C -0.768
75. C -0.515
76. C -0.841
77. C 0.166
78. C 0.144
79. C -0.100
80. C -0.648
81. C -0.467
82. C -0.653
83. C -0.645
84. H 0.530
85. H 0.338
86. H 0.453
87. H 0.518
88. H 0.432
89. H 0.415
90. H 0.442
91. H 0.623
92. H 0.287
93. H 0.460
94. H 0.410
95. H 0.382
96. H 0.445
97. H 0.346
98. H 0.360
99. H 0.402